No. 1
# CClNO2

A 2-piece molecular cluster, CClNO2 overall at a distorted geometry (ωB97M-V/def2-TZVPD, OMol25).

```
5
Properties=species:S:1:pos:R:3
C -1.58 -0.19 1.72
N 1.60 0.04 -0.97
O -1.76 -0.53 0.68
O 1.03 -0.89 -0.56
Cl 0.71 1.57 -0.87
```

## Properties
**HOMO level**: -10.80 eV
**Charge**: 0
**ΔE to the lowest compared entry with this formula, charge and spin**: 0.00 kcal per mole

No. 2
# C5H8N

An isolated ion of composition C5H8N and charge +1 at a distorted geometry (ωB97M-V/def2-TZVPD, OMol25).

```
14
Properties=species:S:1:pos:R:3
C 2.50 0.22 -0.27
C 1.32 -0.01 -0.19
N -0.05 -0.05 0.03
C -0.60 -1.58 0.13
C -0.61 1.00 0.83
C -0.82 0.97 -0.63
H 3.55 0.23 -0.54
H -1.36 -1.89 -0.50
H 0.25 -2.13 -0.40
H -0.68 -1.79 1.22
H 0.07 1.77 1.18
H -1.48 0.82 1.48
H -1.77 0.68 -1.06
H -0.31 1.76 -1.28
```

## Properties
**HOMO level**: -15.37 eV
**SMILES**: C#C[N+]1(C)CC1
**Charge**: +1
**ΔE to the lowest compared entry with this formula, charge and spin**: 108.95 kcal per mole

No. 3
# C4H16BO5P2

A 2-piece molecular cluster, C4H16BO5P2 overall at a distorted geometry (ωB97M-V/def2-TZVPD, OMol25).

```
28
Properties=species:S:1:pos:R:3
B -0.39 2.89 -1.16
P -1.48 1.60 -0.25
P -3.55 2.28 -0.67
O -4.37 2.50 0.67
O -4.25 1.14 -1.79
O -3.45 3.82 -1.53
H -0.78 2.94 -2.29
H 0.78 2.69 -1.09
H -0.68 3.95 -0.69
H -1.34 0.27 -0.80
H -4.92 0.53 -1.35
H -4.09 4.47 -1.10
C 0.60 -3.40 0.45
O 1.98 -3.29 0.81
C 2.71 -2.47 -0.11
C 2.98 -1.09 0.48
O 1.76 -0.33 0.61
C 1.30 -0.29 1.95
H 0.07 -3.87 1.29
H 0.16 -2.42 0.27
H 0.50 -4.03 -0.43
H 2.19 -2.40 -1.07
H 3.67 -2.97 -0.29
H 3.62 -0.53 -0.21
H 3.50 -1.16 1.44
H 1.95 0.35 2.55
H 1.25 -1.29 2.39
H 0.29 0.13 1.95
```

## Properties
**HOMO level**: -3.86 eV
**Charge**: -1

No. 4
# C42H65Cl22F9NO5

A 12-piece molecular cluster, C42H65Cl22F9NO5 overall at a distorted geometry (ωB97M-V/def2-TZVPD, OMol25).

```
144
Properties=species:S:1:pos:R:3
C -1.32 5.75 -1.19
C 0.12 6.01 -0.85
O 0.46 6.60 0.15
O 1.04 5.56 -1.74
C 1.32 4.15 -1.56
C 2.09 3.59 -2.74
C 1.75 2.13 -3.17
C 1.69 1.26 -1.89
C 1.97 -0.24 -2.04
C 3.22 -0.62 -1.22
O 0.87 -0.99 -1.49
C 0.44 -2.07 -2.30
C 1.53 -3.09 -2.54
C 2.06 -3.21 -3.81
C 3.12 -4.08 -4.05
C 3.63 -4.82 -3.00
C 3.08 -4.73 -1.74
C 2.03 -3.86 -1.50
N 0.46 2.27 -3.91
C -0.24 1.12 -4.29
F -0.93 0.53 -3.24
F 0.54 0.18 -4.83
C -1.35 1.49 -5.32
F -2.33 0.55 -5.26
F -1.93 2.66 -4.98
C -0.86 1.59 -6.80
F -1.57 2.60 -7.39
F 0.42 1.90 -6.91
C -1.18 0.33 -7.67
F -2.48 0.29 -7.98
F -0.85 -0.80 -7.06
F -0.49 0.41 -8.82
C 2.96 1.77 -4.10
O 3.94 1.29 -3.49
O 2.86 2.06 -5.31
H -1.91 5.83 -0.28
H -1.67 6.46 -1.94
H -1.46 4.75 -1.59
H 1.92 4.03 -0.64
H 0.37 3.62 -1.38
H 1.98 4.22 -3.63
H 3.15 3.55 -2.48
H 2.41 1.65 -1.18
H 0.71 1.35 -1.43
H 2.20 -0.54 -3.06
H 3.70 -1.51 -1.63
H 2.92 -0.81 -0.19
H 3.96 0.17 -1.28
H -0.40 -2.55 -1.79
H 0.05 -1.72 -3.27
H 1.67 -2.58 -4.60
H 3.52 -4.12 -5.05
H 4.47 -5.48 -3.19
H 3.47 -5.32 -0.92
H 1.60 -3.73 -0.52
H -0.18 2.80 -3.33
Cl 4.32 -7.66 -3.45
C 3.70 -9.30 -3.73
C 3.27 -9.50 -5.16
Cl 1.83 -8.54 -5.58
H 2.87 -9.47 -3.04
H 4.49 -10.01 -3.49
H 3.02 -10.55 -5.33
H 4.07 -9.22 -5.85
Cl -1.62 -4.68 -2.05
C -3.37 -4.37 -1.94
C -3.94 -3.87 -3.25
Cl -3.34 -2.24 -3.65
H -3.53 -3.65 -1.14
H -3.85 -5.31 -1.67
H -5.02 -3.81 -3.17
H -3.68 -4.53 -4.07
Cl 3.50 11.53 0.28
C 2.17 10.34 0.43
C 1.97 9.54 -0.83
Cl 1.31 10.54 -2.16
H 1.27 10.88 0.71
H 2.44 9.66 1.24
H 1.25 8.74 -0.64
H 2.89 9.09 -1.17
Cl -5.13 -0.95 -1.01
C -6.06 -1.75 0.28
C -5.32 -1.76 1.60
Cl -3.89 -2.83 1.57
H -6.30 -2.76 -0.05
H -6.99 -1.20 0.40
H -5.98 -2.14 2.38
H -4.99 -0.76 1.86
Cl 1.36 2.30 0.83
C 0.63 1.28 2.10
C 1.33 1.43 3.43
Cl 2.97 0.73 3.37
H 0.65 0.25 1.75
H -0.41 1.60 2.20
H 0.77 0.89 4.20
H 1.41 2.47 3.73
Cl -5.52 1.29 3.02
C -6.39 0.49 4.36
C -5.60 0.52 5.64
Cl -4.16 -0.52 5.55
H -6.62 -0.53 4.06
H -7.33 1.03 4.49
H -6.21 0.14 6.46
H -5.27 1.53 5.89
Cl 0.19 4.05 5.65
C 1.30 4.56 6.94
C 2.09 3.40 7.49
Cl 1.06 2.26 8.40
H 0.72 5.05 7.72
H 1.98 5.29 6.50
H 2.85 3.76 8.18
H 2.58 2.84 6.69
Cl -0.77 -1.18 12.32
C -0.73 0.52 11.79
C -2.06 1.20 11.96
Cl -3.28 0.57 10.82
H -0.39 0.55 10.76
H 0.02 1.02 12.41
H -1.95 2.26 11.75
H -2.45 1.08 12.96
Cl 5.92 -4.44 -5.98
C 6.30 -2.81 -5.33
C 7.48 -2.84 -4.40
Cl 7.14 -3.70 -2.88
H 5.41 -2.44 -4.84
H 6.52 -2.17 -6.18
H 7.75 -1.81 -4.14
H 8.34 -3.31 -4.86
Cl 2.93 -2.88 2.63
C 4.03 -2.35 3.93
C 4.82 -3.49 4.50
Cl 3.81 -4.64 5.42
H 3.43 -1.86 4.69
H 4.70 -1.61 3.49
H 5.57 -3.10 5.20
H 5.33 -4.05 3.72
Cl -9.38 -1.93 3.44
C -10.54 -0.59 3.21
C -10.26 0.19 1.95
Cl -8.73 1.10 2.07
H -10.49 0.05 4.09
H -11.53 -1.03 3.15
H -11.05 0.92 1.78
H -10.19 -0.46 1.09
```

## Properties
**HOMO level**: -4.95 eV
**Charge**: -1
**ΔE to the lowest compared entry with this formula, charge and spin**: 0.00 kcal per mole

| no. | energy (a.u.) |
| --- | --- |
| 1 | -703.43791 |
| 2 | -249.65153 |
| 3 | -1245.79188 |
| 4 | -13093.47021 |